1.
This record from the Open Molecules 2025 dataset describes a molecular structure, C29H48NP3S2Tb at a distorted geometry. The level of theory is ωB97M-V/def2-TZVPD.

Geometry (Å):
Tb: 0.477353 1.301813 0.079040
S: -2.640955 -0.138556 1.263097
S: 1.662943 5.450767 -2.449662
P: -0.401474 0.489245 -2.599288
P: 1.488176 -1.823264 -0.196916
P: 3.045018 0.894740 -1.526862
N: -1.014881 -0.085423 1.049917
C: -2.218397 -1.378895 5.160303
C: 3.847888 2.485106 -1.977628
C: -2.227501 0.585776 -2.709875
C: -3.380568 -4.104184 0.460970
C: 2.545272 -2.852303 -1.303156
C: -2.928572 -0.638743 2.967065
C: 2.059438 1.930495 2.591378
C: -0.334681 3.059538 1.575894
C: 2.354079 -2.135974 1.415200
C: -3.512547 -1.835301 5.427574
C: -4.254825 -0.982598 3.293050
C: -0.124874 -1.119823 -3.436185
C: 0.844400 1.794725 3.291133
C: 0.112751 1.686740 -3.888891
C: -4.289097 -2.771714 -1.361434
C: 1.030474 4.624774 0.153012
C: -3.189271 -1.692315 0.505993
C: 0.919466 3.463273 1.078564
C: 3.362086 0.025481 -3.112796
C: 0.507207 4.555656 -1.270621
C: 2.097744 2.764154 1.462867
C: -3.905482 -1.608194 -0.693511
C: -0.348630 2.262380 2.731749
C: -1.929357 -0.747019 3.938025
C: 0.113112 -3.039094 -0.021490
C: 4.413599 0.200547 -0.504876
C: -4.001421 -4.019896 -0.790876
C: -2.990785 -2.932042 1.119223
C: -4.547062 -1.607561 4.505963
H: -3.196137 -5.077559 0.925463
H: -2.518513 1.037699 -3.670221
H: 4.844741 2.319734 -2.433973
H: 0.148717 3.580304 -1.634738
H: 0.387039 2.651909 -3.448100
H: -3.735532 -2.347766 6.365837
H: 4.437844 0.079423 -3.335034
H: 2.847773 -3.122550 1.386311
H: 4.360071 0.605372 0.517391
H: -2.623892 1.200751 -1.888069
H: -4.810978 -2.692358 -2.316937
H: -5.569004 -1.924822 4.714953
H: -1.343138 2.057789 3.184617
H: 2.104123 -2.887446 -2.304910
H: 3.972447 3.112810 -1.082099
H: 5.373725 0.505063 -0.954339
H: -5.037962 -0.804943 2.560253
H: -0.781685 -2.672616 -0.540249
H: 3.071245 -1.027994 -3.072637
H: -4.293933 -4.930562 -1.316841
H: -0.732606 1.841326 -4.566665
H: -0.140173 -3.172226 1.038278
H: 1.621364 -2.118456 2.237203
H: 3.568377 -2.476461 -1.376768
H: 0.968759 1.314739 -4.458115
H: 4.378100 -0.896455 -0.442459
H: -0.366843 5.229781 -1.318051
H: -0.303954 -1.950192 -2.743692
H: 0.438726 5.444048 0.617514
H: 2.570545 -3.872027 -0.900628
H: -0.824056 -1.216850 -4.276995
H: 2.820969 0.501266 -3.936775
H: -0.572548 -0.728610 1.726102
H: 2.070387 4.978578 0.178988
H: -1.261383 3.445265 1.134206
H: 3.004587 1.511207 2.948620
H: 3.033734 2.978608 0.951027
H: -2.548542 -2.988241 2.113208
H: 0.897007 -1.202314 -3.818689
H: -4.156026 -0.618980 -1.073137
H: 3.215189 3.039864 -2.688990
H: 0.839238 1.249859 4.242045
H: -0.921795 -0.372981 3.759593
H: 0.395761 -4.014141 -0.443480
H: 2.716756 5.653576 -1.652759
H: -2.672913 -0.416041 -2.630638
H: -1.424271 -1.514057 5.901335
H: 3.108033 -1.354632 1.597096

Cartesian forces, eV/Å:
0.0841 -4.0299 -2.2281
-0.1004 -1.1671 -0.0325
-0.7366 -0.6689 -0.2110
-0.3263 -0.0999 -0.7115
0.1536 -0.8162 0.7534
1.2185 0.5059 -0.2408
-0.1311 -0.1936 0.7636
-0.1866 0.1320 -0.1428
-0.0881 0.3660 -0.0634
-0.3095 0.1940 0.2076
0.0626 0.4030 -0.0202
0.0849 0.2475 -0.2430
-0.4524 0.2703 1.0863
-0.2647 0.3462 -0.0197
0.5421 1.0429 1.1978
0.1118 0.1887 -0.0789
-0.0509 0.1242 -0.1433
0.2605 -0.1274 -0.2114
0.2140 -0.2083 0.2063
0.3444 -0.6897 -0.0236
0.0097 0.2347 0.0582
0.1660 -0.0495 0.2318
0.0667 1.3100 0.5647
-0.6343 -0.1722 -0.1331
0.6011 0.6992 0.3731
-0.3166 -0.3136 -0.1371
-0.1009 1.6235 -0.7149
-0.5850 0.9378 0.4934
0.2987 0.2345 0.1550
-0.8388 0.1239 0.0119
-0.0114 -0.3259 -0.1450
-0.4036 0.1723 -0.1556
-0.0177 -0.0669 0.2510
-0.0677 0.1887 -0.0975
0.1442 -0.2214 -0.0178
0.4899 0.2616 -0.1765
-0.1226 0.4055 -0.1656
0.0132 -0.1903 0.3483
-0.5492 0.0179 0.2759
0.4589 -0.1303 -0.1020
-0.0133 -0.1378 -0.2323
0.1421 0.1821 -0.2987
-0.2894 0.0354 0.1504
-0.2123 0.3974 0.1628
0.1276 -0.1225 -0.2521
-0.0931 -0.0954 -0.3099
0.0875 -0.1166 0.3495
0.3117 0.1401 -0.0089
0.9774 0.0106 -0.1472
0.1174 -0.0593 0.1255
0.0475 -0.1000 -0.2850
-0.3577 -0.1764 0.1882
-0.0023 -0.1639 0.1229
0.1382 -0.1996 0.1339
0.0754 0.2292 -0.0125
0.0708 0.2715 0.1916
0.2745 0.0143 -0.0293
0.0280 0.0230 -0.2896
0.2627 -0.0204 -0.1953
-0.1687 -0.1226 -0.0600
-0.1756 0.0693 0.0881
0.0319 0.4513 0.0128
0.1118 -0.7083 -0.0926
-0.0307 0.1514 -0.1214
0.5747 -0.4289 0.0277
0.0232 0.2530 -0.0411
0.1553 0.1317 0.1647
0.1456 -0.0398 0.1745
-0.1947 -0.0175 -0.5226
-0.2952 -0.2497 -0.0289
0.2509 0.0978 0.3329
-0.4817 -0.0735 0.0351
-0.1117 0.0815 0.2386
-0.0033 -0.0663 -0.2379
-0.1796 0.0603 0.0817
-0.0434 -0.2942 -0.0786
0.2518 -0.1384 0.2194
-0.0781 0.2267 -0.4023
-0.1470 -0.2170 -0.0269
-0.0776 0.3082 0.1934
-0.0565 -0.2103 0.2244
0.2571 0.3396 -0.0333
-0.3358 0.0948 -0.3025
-0.1457 -0.3700 0.0284

The orbital gap (alpha / beta) is 6.32 / 7.09 eV. The multiplicity is 7. As for the net charge: +3.



2.
This record from the Open Molecules 2025 dataset describes a molecular structure, C32H44GeN5OPd at a distorted geometry. The level of theory is ωB97M-V/def2-TZVPD.

Geometry (Å):
Pd: -12.035916 -14.355221 3.518146
Ge: -10.772104 -15.011702 6.551569
O: -13.809851 -13.700388 2.572344
N: -12.478595 -16.273242 3.114314
N: -16.854087 -12.284089 3.246603
N: -10.559767 -11.696521 3.083786
N: -11.699091 -12.230695 3.833247
N: -15.895074 -12.836916 2.363656
C: -16.357200 -13.341203 1.148095
C: -11.420778 -19.464293 1.751444
C: -9.037101 -16.098225 -0.094817
C: -16.412437 -12.302621 4.514008
C: -11.437957 -9.391163 3.026169
C: -10.293578 -10.288611 3.509609
C: -11.979200 -20.667164 1.366965
C: -14.172693 -19.803316 1.656786
C: -17.389406 -14.302880 -1.288235
C: -10.450636 -16.554177 1.802930
C: -14.833519 -13.264585 3.147551
C: -10.195433 -16.623203 0.405960
C: -11.310085 -13.619798 7.883049
C: -13.372370 -20.846109 1.360560
C: -17.083140 -12.958094 -1.106494
C: -17.309833 -11.983545 5.658386
C: -17.224233 -15.186593 -0.201517
C: -7.980910 -15.767410 0.754006
C: -11.751028 -16.983060 2.341817
C: -11.948408 -16.556453 6.822171
C: -16.572008 -12.445770 0.087679
C: -15.145656 -12.893635 4.561006
C: -10.067532 -10.147869 5.028667
C: -9.483117 -15.990956 2.622076
C: -10.381061 -14.764239 4.648562
C: -8.931642 -15.578994 7.014416
C: -13.608859 -18.576371 2.093105
C: -8.222809 -15.731685 2.125993
C: -18.160766 -11.776801 2.848846
C: -16.658229 -14.713195 0.966904
C: -8.973863 -9.878819 2.782607
C: -12.249078 -18.361983 1.986684
H: -17.418770 -16.248576 -0.368165
H: -11.058467 -12.705531 7.358261
H: -18.368389 -10.864273 3.426378
H: -16.342200 -11.416845 0.196570
H: -16.464837 -15.380459 1.789431
H: -9.803825 -12.253800 3.464637
H: -11.735475 -17.047251 7.768197
H: -8.132293 -15.148769 6.401981
H: -7.050799 -15.450742 0.280394
H: -10.899538 -17.183355 -0.245712
H: -11.712984 -9.716466 2.021339
H: -8.678193 -8.886049 3.047875
H: -7.335590 -15.360401 2.739647
H: -10.317352 -19.364873 1.836050
H: -8.693451 -15.414004 8.060488
H: -11.006920 -9.890611 5.585669
H: -9.156895 -9.874411 1.702490
H: -11.757194 -17.267276 5.998525
H: -11.284036 -21.479799 1.150511
H: -10.836350 -13.827429 8.839104
H: -9.323749 -9.401780 5.279841
H: -11.703068 -12.077958 4.859560
H: -13.731975 -21.830956 1.164293
H: -18.072438 -12.862550 5.778272
H: -9.690580 -11.050157 5.578639
H: -8.847501 -16.638332 6.692450
H: -8.906744 -15.997161 -1.175613
H: -17.870551 -11.089707 5.404136
H: -17.530849 -14.649933 -2.304102
H: -14.427778 -13.148200 5.330545
H: -17.337793 -12.354659 -1.980890
H: -9.844917 -15.847805 3.720772
H: -12.988275 -16.115555 6.827690
H: -12.632080 -11.959907 3.410037
H: -18.946581 -12.501807 3.197850
H: -9.477083 -14.165400 4.392540
H: -15.246083 -19.963396 1.488492
H: -11.205876 -8.325033 3.072462
H: -12.283852 -9.493816 3.695437
H: -18.286983 -11.641595 1.788185
H: -8.098599 -10.564065 2.970814
H: -12.430475 -13.677934 7.964084
H: -16.664645 -11.935790 6.583196
H: -14.241460 -17.781243 2.545251

Cartesian forces, eV/Å:
-0.5118 0.1287 1.2044
0.9230 -1.0611 1.0478
-1.2726 0.1997 -0.1323
1.9882 -1.7618 -1.9784
-0.0956 0.2823 -0.2183
-1.3033 0.5397 1.5531
-0.9503 0.7530 -0.7607
-0.6250 0.6114 2.4864
-0.4850 -0.5893 -2.3185
0.9579 0.4806 -0.7743
0.8264 -0.2131 -0.7802
1.2137 -1.6334 0.0205
0.1452 -0.3725 0.2900
1.5151 0.3446 -0.1937
0.4102 -0.3060 0.6808
-1.1725 1.4333 0.5801
1.0241 -0.0947 1.1037
0.6077 0.7653 -1.3984
-0.1874 1.2498 0.7561
-1.4440 -1.0128 0.6856
-1.4761 -0.6626 -1.6333
2.2386 -0.6101 -0.4755
-0.5826 0.0231 -0.6626
-0.2086 -1.4648 0.4896
0.4655 0.1807 -1.2236
-0.8159 0.4764 -0.2017
-1.8981 -1.3749 1.1303
-0.5717 0.7358 -0.6479
-0.3860 -1.6824 0.0007
0.1566 -0.4553 -2.8866
-0.8202 -0.6168 1.3635
-0.5451 -1.0540 0.8375
0.8348 2.2894 1.0493
0.3960 -0.6376 -0.8068
-1.4796 -0.1658 -0.4901
2.2981 1.2992 0.2187
-1.0520 -0.9285 1.3868
-0.1846 0.8405 0.6455
-0.1571 -1.3102 -0.4412
-0.0801 -0.0461 1.0243
0.0583 0.3184 0.3424
0.2151 0.6011 0.7495
0.2315 -0.0620 -0.6177
0.1878 0.8042 0.0928
0.0208 -0.1889 0.1921
0.3232 -0.0958 -0.2739
-0.0684 0.0830 0.1048
-0.2897 0.5473 0.1537
-0.0842 -0.1253 0.5282
0.3335 0.8596 0.4069
-0.0505 0.3334 -0.0222
0.1290 0.6209 0.3484
-1.5949 -0.6596 -0.4061
-0.8835 -0.0019 -0.2656
0.0227 -0.3036 0.1473
0.6899 -0.0165 -0.5334
0.0822 -0.1088 0.1069
-0.5161 0.2723 0.3492
-0.4249 0.0303 0.0743
0.1343 0.3260 -0.1617
-0.0387 0.4066 -0.1772
0.2335 0.3850 -0.8933
-0.4924 -0.3471 -0.4222
1.3443 1.5847 -0.1569
-0.1791 0.2708 -0.8835
-0.2299 0.2895 0.7413
0.0130 -0.3027 0.3411
-0.0406 0.2299 0.7031
-0.6717 -0.1351 0.2022
-0.5437 0.2818 0.2662
0.5543 0.3640 0.4688
1.0974 -0.6765 -1.2648
0.8700 -0.9911 -0.1252
1.7586 0.1056 0.6216
0.5980 0.4734 -0.5118
-0.4085 -0.3607 0.5972
0.3412 0.4285 0.7076
0.3171 -0.1626 -0.2539
-0.4044 -0.2304 0.0195
0.3092 0.1559 -0.1861
-0.9702 0.5176 0.0271
1.0545 0.1569 0.1352
-1.0801 0.2905 -0.9278
0.3556 -0.5484 -0.8748

The orbital gap (alpha / beta) is 6.44 / 6.66 eV. The multiplicity is 5. As for the net charge: +1.



Q: net charge of number 1 (C29H48NP3S2Tb)?
A: +3



Q: Look up the multiplicity of the second one.
A: 5



Q: The lowest multiplicity belongs to which entry?
A: C32H44GeN5OPd